1.
{
  "formula": "C3H5NO2",
  "method": "ωB97M-V/def2-TZVPD",
  "elements": ["H", "C", "N", "H", "O", "H", "H", "O", "C", "C", "H"],
  "coordinates": [[-0.73379, -1.72013, 0.86499], [0.72695, -0.43116, -0.40521], [1.77638, -1.09263, -0.60555], [-0.73412, 1.60415, 0.99381], [-1.46102, 0.08274, -0.19245], [2.58045, -0.47682, -0.72505], [-0.33468, -1.23845, 1.48639], [0.62350, 0.94414, -0.41193], [-0.68900, 1.27875, -0.05426], [-0.66588, -0.98537, -0.21911], [-1.08879, 2.03478, -0.73164]],
  "atomic_forces_ev_per_a": [[-0.028, -0.087, -0.023], [0.252, -0.341, -0.016], [-0.253, 0.296, 0.051], [0.019, -0.042, -0.103], [-0.053, -0.031, -0.039], [-0.036, -0.040, 0.009], [0.026, 0.100, -0.144], [0.042, -0.058, -0.026], [-0.116, 0.214, 0.068], [0.090, 0.075, 0.142], [0.056, -0.086, 0.082]],
  "mulliken_charge": [0.165, 0.442, -0.626, 0.265, -0.238, 0.278, 0.042, -0.374, -0.100, -0.086, 0.232],
  "homo_ev": -9.184
}

=====

2.
{
  "formula": "C4H8N2",
  "method": "ωB97M-V/def2-TZVPD",
  "elements": ["C", "N", "H", "H", "C", "C", "N", "H", "H", "H", "H", "H", "C", "H"],
  "coordinates": [[1.06336, -1.50395, 1.68674], [-1.92493, 0.77234, 0.77896], [2.16415, -1.25313, -0.53789], [2.12164, -1.79410, 1.64413], [-1.69746, 1.40226, -0.24473], [1.14673, -0.83403, -0.54956], [0.43563, -1.02470, 0.70070], [0.57426, -1.29317, -1.36125], [0.54080, -1.63556, 2.63468], [1.19633, 0.23919, -0.76141], [-0.90161, 3.00482, -1.31792], [-1.24034, 0.01531, 0.93404], [-1.50494, 2.10544, -1.33944], [-1.97363, 1.79929, -2.26704]],
  "atomic_forces_ev_per_a": [[-0.137, 0.079, -0.161], [0.110, 0.380, -0.617], [-0.142, 0.065, 0.028], [-0.112, 0.017, -0.056], [-0.082, -0.211, 0.316], [0.082, 0.024, -0.132], [0.264, -0.177, 0.349], [0.080, 0.056, 0.127], [0.068, 0.013, -0.109], [-0.017, -0.158, 0.009], [-0.068, -0.128, 0.039], [-0.029, 0.044, -0.026], [-0.064, -0.031, 0.099], [0.047, 0.027, 0.133]],
  "mulliken_charge": [-0.326, -0.613, 0.351, 0.228, 0.535, -0.828, -0.297, 0.253, 0.258, 0.264, 0.259, 0.594, -0.924, 0.245],
  "homo_ev": -8.609,
  "smiles": "C=C=N.C=NC"
}

=====

3.
{
  "formula": "C21H24CoN4O3S2",
  "method": "ωB97M-V/def2-TZVPD",
  "elements": ["C", "C", "H", "N", "N", "H", "H", "H", "O", "H", "H", "C", "O", "Co", "C", "C", "C", "H", "C", "H", "C", "C", "C", "H", "H", "H", "H", "H", "H", "H", "H", "C", "N", "S", "C", "C", "H", "C", "H", "O", "H", "H", "H", "S", "C", "C", "C", "C", "N", "C", "H", "C", "H", "H", "C"],
  "coordinates": [[0.94395, 4.08282, 1.82999], [2.87164, 0.85416, 4.74558], [4.34214, 1.32798, 3.20469], [-0.47738, -1.58355, -0.62188], [0.98784, -2.05857, -2.43566], [0.62431, 4.68205, 3.87358], [1.00760, 3.35273, -0.18447], [-5.30978, -1.41616, -5.73240], [-2.38423, -2.84905, 0.24614], [-4.24335, -2.38919, -6.60244], [2.72927, 1.98583, 2.92108], [0.49668, 3.31253, 0.77150], [-0.62291, -4.09167, -0.96210], [-0.23537, 0.01236, 0.50779], [3.27508, 1.12275, 3.29795], [3.04360, -0.84161, -2.44451], [-0.85379, 3.27032, 3.18963], [-0.75828, 1.96968, -1.19639], [0.27951, 4.06737, 3.05130], [0.72697, 1.11583, 4.43848], [-3.39755, -1.75704, -2.29368], [-1.86432, -3.14612, -3.53152], [-4.08979, -1.48021, -3.45489], [4.00363, -0.63864, -2.89338], [3.19729, 0.63768, -0.88712], [1.80996, 4.72232, 1.70026], [3.53133, 0.10184, 5.18633], [-0.99449, -3.78900, -3.53000], [3.64884, -0.89488, 2.54610], [1.13339, -0.19260, 5.58699], [2.93197, 1.75555, 5.35587], [-0.64613, 2.48992, 0.88926], [-4.36599, -1.74503, -5.84013], [1.36262, -0.81824, 3.25948], [2.88412, -0.11822, 2.50741], [2.16464, -1.78147, -2.97027], [2.40998, -2.32864, -3.87530], [-1.13346, 1.68839, -0.21675], [-2.20611, 1.90123, 2.25201], [0.19491, -0.33436, 2.44040], [-1.39577, 3.27025, 4.12890], [-2.23671, -3.30049, -5.63582], [-4.95452, -0.82728, -3.43377], [-1.42848, -2.91241, -0.82444], [-2.56044, -2.87278, -4.69406], [-2.29058, -2.59399, -2.33548], [0.66215, -1.40227, -1.31380], [-3.68497, -2.04286, -4.67039], [1.43304, -0.41071, -0.76346], [1.44472, 0.33276, 4.68596], [2.61735, 0.08220, 1.47032], [-1.31234, 2.50456, 2.13635], [-3.71078, -1.35184, -1.34034], [-2.20174, 1.47904, -0.20847], [2.60077, -0.15328, -1.33045]],
  "atomic_forces_ev_per_a": [[0.073, 0.018, 0.143], [0.068, 0.029, -0.102], [-0.022, 0.005, -0.030], [0.023, -0.696, -0.020], [-0.091, -0.097, 0.092], [-0.012, -0.002, -0.019], [0.009, 0.017, -0.002], [-0.031, -0.024, -0.022], [-0.012, 0.160, -0.036], [-0.039, -0.011, -0.003], [-0.076, 0.101, -0.040], [-0.123, -0.304, 0.002], [0.022, 0.063, -0.175], [-0.203, 0.436, 0.074], [0.030, 0.019, 0.087], [0.021, -0.005, -0.042], [0.002, 0.035, 0.052], [-0.029, -0.005, -0.032], [0.082, -0.004, 0.030], [-0.036, 0.024, -0.060], [-0.002, -0.048, -0.012], [0.027, -0.067, 0.027], [-0.015, 0.016, -0.050], [-0.014, 0.011, -0.011], [-0.016, 0.003, 0.037], [0.003, -0.019, -0.017], [0.003, 0.037, 0.035], [-0.018, 0.016, -0.039], [-0.060, -0.037, -0.001], [-0.074, -0.022, -0.063], [-0.016, -0.039, 0.039], [-0.183, 0.887, 0.199], [0.067, 0.067, -0.029], [0.430, 0.147, 0.232], [-0.158, -0.013, 0.067], [-0.007, 0.081, 0.075], [0.041, 0.009, 0.014], [0.027, -0.665, 0.273], [-0.002, -0.001, 0.025], [-0.317, 0.113, -0.058], [-0.010, -0.022, -0.017], [0.002, -0.019, 0.010], [-0.004, -0.011, 0.022], [-0.045, 0.298, 0.010], [-0.037, 0.025, -0.052], [0.122, -0.075, 0.294], [0.463, -0.039, -0.498], [0.062, -0.030, 0.096], [-0.048, -0.342, -0.086], [0.054, -0.194, -0.088], [0.027, -0.106, -0.015], [0.150, -0.015, -0.162], [-0.049, 0.036, -0.045], [-0.046, 0.204, -0.023], [-0.013, 0.055, -0.088]],
  "mulliken_charge": [-0.637, -0.731, 0.428, -0.211, -0.365, 0.410, 0.385, 0.226, -0.761, 0.223, -0.039, -0.472, -0.693, 0.075, -0.296, -1.016, -0.631, 0.448, -0.430, -0.016, -0.509, -0.179, -0.738, 0.379, 0.401, 0.408, 0.315, 0.456, 0.527, 0.407, 0.361, 0.664, -0.556, 0.129, 0.179, -0.200, 0.412, -1.242, 0.366, -0.454, 0.436, 0.269, 0.274, 1.235, -0.729, -0.291, 0.775, 1.060, -0.075, -0.279, -0.495, -0.363, 0.473, 0.445, 0.238],
  "spin_multiplicity": 4,
  "homo_ev": [-6.734, -7.477]
}

=====

Energy per entry: -8772.414; -7255.711; -93566.209 eV
ΔE to the lowest compared entry with this formula, charge and spin per entry: 509.5; 208.8; 18.2 kJ/mol